# C44H38N3O8SW

A molecular structure, C44H38N3O8SW (ωB97M-V/def2-TZVPD, the Open Molecules 2025 dataset).

Geometry as ORCA input:
```
! wB97M-V def2-TZVPD RIJCOSX def2/J DEFGRID3
* xyz 1 3
W -0.67174 -0.31275 1.11258
O -0.56880 -0.56003 3.09096
C -1.28923 -1.20789 3.87297
C -2.29005 -2.14606 3.45822
C -2.91632 -2.92818 4.45002
C -3.80650 -3.88219 4.07378
C -4.13732 -4.11842 2.73377
C -3.55732 -3.35776 1.75289
C -2.63517 -2.35681 2.10444
O -2.11963 -1.61445 1.16082
N -4.44640 -4.71814 5.12409
O -4.30185 -4.36887 6.27514
O -5.16679 -5.61397 4.74123
H -1.08324 -1.06465 4.93365
H -2.68853 -2.78987 5.49984
H -4.85092 -4.89513 2.49550
H -3.80149 -3.49922 0.70925
C 3.84367 2.64387 -2.98600
C 2.86168 2.45816 -1.86218
C 2.62356 3.71561 -1.05546
O 3.32385 1.42257 -0.98511
C 2.34151 0.39795 -0.90689
C 1.08889 1.12836 -1.41699
O 1.64135 1.96429 -2.41312
C -0.10685 0.29426 -1.95159
O -0.75750 -0.17468 -0.76464
C 0.31161 -0.92297 -2.77067
C 1.32371 -0.81777 -3.72591
C 1.69901 -1.91708 -4.48571
C 1.06912 -3.14117 -4.30250
C 0.06542 -3.25139 -3.35100
C -0.31134 -2.15106 -2.59107
C -1.08417 1.19418 -2.70677
C -2.25954 1.63192 -2.10773
C -3.12511 2.49569 -2.76956
C -2.82520 2.93732 -4.04773
C -1.65709 2.49739 -4.65891
C -0.79671 1.63533 -3.99773
C 2.25463 -0.26353 0.50830
O 1.10588 0.31450 1.15132
C 2.02484 -1.77730 0.28317
C 2.91567 -2.50508 -0.50409
C 2.70118 -3.84572 -0.77374
C 1.58171 -4.50531 -0.27293
C 0.70189 -3.81445 0.53249
C 0.94797 -2.47521 0.80789
C 3.46564 -0.07687 1.40185
C 3.30037 -0.00732 2.77905
C 4.40676 0.07116 3.61671
C 5.68974 0.07079 3.08832
C 5.85869 -0.00248 1.71294
C 4.75520 -0.07302 0.87568
H 4.79532 3.00675 -2.59682
H 3.45945 3.36980 -3.70374
H 4.00725 1.69176 -3.49184
H 3.54424 4.00632 -0.54865
H 1.85885 3.54852 -0.29543
H 2.30404 4.52981 -1.70679
H 2.57979 -0.39331 -1.61296
H 0.67536 1.74282 -0.61797
H 1.83413 0.12566 -3.87006
H 2.48617 -1.81366 -5.22276
H 1.35636 -3.99872 -4.89859
H -0.43276 -4.20133 -3.19720
H -1.09800 -2.25336 -1.85763
H -2.52320 1.27992 -1.12422
H -4.03908 2.81858 -2.28333
H -3.49532 3.61037 -4.56784
H -1.41374 2.82777 -5.66107
H 0.10401 1.31038 -4.49877
H 3.79240 -2.02045 -0.91741
H 3.41494 -4.38533 -1.38326
H 1.40927 -5.54882 -0.50321
H -0.16282 -4.30654 0.96185
H 0.33611 -2.07214 1.60766
H 2.30638 -0.00687 3.20457
H 4.26344 0.13330 4.68840
H 6.55172 0.12890 3.74107
H 6.85330 0.00536 1.28533
H 4.91041 -0.10128 -0.19356
N -5.43709 4.86893 1.54072
C -4.12063 5.01550 1.31938
S -3.40117 6.38990 0.87592
C -3.32264 3.70470 1.45934
C -1.94670 3.75982 1.54987
C -1.21935 2.58310 1.56255
N -1.81623 1.38687 1.47879
C -3.14559 1.32003 1.47433
C -3.93196 2.46455 1.45834
H -6.00079 5.70396 1.49562
H -5.81737 4.08688 2.04427
H -1.43835 4.71337 1.58811
H -0.13984 2.58291 1.61545
H -3.58523 0.33534 1.45030
H -5.00390 2.33337 1.41244
*
```

The calculation puts the energy above the lowest of the compared OMol25 structures with the same formula, charge and spin at 0.0 kcal/mol. The max |F| is 3.00 eV/Å. The calculation puts the total energy at -79748.836 eV. The value obtained for the HOMO energy (alpha / beta) is -10.32 / -11.07 eV.